Below is C80H198B2N18O34Pb as an isolated structure, with properties calculated with ωB97M-V with the def2-TZVPD basis set.

Each line ends with the Mulliken charge.
Element x y z (Å)
Pb -0.2334 -0.9327 5.8880  2.33
O 1.4860 -2.9725 1.7652  0.03
C 0.9968 -1.9468 1.2320  0.41
O 0.9496 -1.5380 -0.0389  0.23
B 0.1385 -0.3089 -0.1412  -0.46
O -0.1738 0.0537 1.2117  0.32
C 0.3701 -0.8193 2.1176  -0.86
O 0.1975 -0.8298 3.3281  0.41
O -0.9914 -0.5189 -1.0138  -0.20
C -0.9158 0.2930 -2.0248  0.36
O -1.7588 0.4464 -2.9395  -0.66
C 0.3332 1.1687 -1.8967  0.23
O 0.9505 0.7800 -0.7906  0.58
O 0.6632 2.0973 -2.6244  -0.50
O 2.4604 -6.7966 12.0927  -0.56
C 2.1980 -5.6759 11.8238  0.61
O 2.3564 -5.0583 10.6754  -0.43
B 1.9812 -3.6259 10.7907  1.06
O 1.7470 -3.4081 12.2048  -0.45
C 1.7346 -4.5745 12.8518  0.54
O 1.5427 -4.8087 14.0413  -0.59
O 3.0379 -2.7645 10.2753  -0.59
C 2.5695 -2.1599 9.2146  0.54
O 3.1981 -1.4202 8.4854  -0.67
C 1.0823 -2.4702 9.0014  0.35
O 0.7319 -3.3120 9.9772  -0.65
O 0.3904 -2.0923 8.0651  -0.34
C 5.6195 3.4667 4.4372  -1.57
C 4.1607 4.0563 4.5368  0.39
C 3.9226 5.4166 3.8225  -0.16
O 4.7628 6.3256 4.4469  -0.41
C 4.6133 7.6081 3.9148  -0.78
N 3.2596 3.0693 4.1141  0.50
H 5.6890 2.5371 5.0021  0.33
H 6.3087 4.1542 4.9275  0.49
H 6.0052 3.4369 3.4182  0.28
H 3.9217 4.1965 5.5910  0.30
H 2.8821 5.6821 4.0100  0.05
H 4.1433 5.4685 2.7564  0.38
H 4.3608 7.6515 2.8553  0.31
H 5.5724 8.1191 3.9982  0.28
H 3.8357 8.1673 4.4350  0.28
H 3.7016 2.6914 3.2883  -0.31
H 2.5116 3.5830 3.6706  -0.31
C 3.5856 -6.4152 -0.2854  -1.57
C 3.8038 -5.5676 -1.5790  1.12
C 4.2190 -6.5035 -2.7538  -1.09
O 5.6464 -6.5621 -2.9677  -0.39
C 6.0594 -7.6695 -3.7550  -0.84
N 2.6402 -4.8009 -1.7824  1.67
H 2.7721 -7.1080 -0.5007  0.31
H 3.3231 -5.6884 0.4834  -0.09
H 4.5685 -6.8578 -0.1239  0.52
H 4.6390 -4.8890 -1.4062  0.33
H 3.7502 -6.3135 -3.7194  0.47
H 3.7507 -7.4540 -2.4984  0.54
H 7.1476 -7.6062 -3.7639  0.28
H 5.6611 -7.6924 -4.7694  0.29
H 5.8387 -8.5666 -3.1766  0.35
H 2.4518 -4.1029 -1.0770  -1.22
H 2.8572 -4.2640 -2.6098  -0.68
C -2.5949 8.3883 -1.1684  -1.25
C -3.3650 7.0721 -1.3461  -0.13
C -2.5629 5.9848 -2.1025  -0.40
O -1.2353 5.8376 -1.5964  -0.48
C -0.5956 4.6258 -2.0009  -0.25
N -3.6794 6.6184 0.0018  -0.45
H -2.3125 8.8408 -2.1190  0.43
H -1.6076 8.2855 -0.7180  0.08
H -3.2175 9.0912 -0.6150  0.39
H -4.3142 7.2366 -1.8561  0.56
H -2.4667 6.1228 -3.1795  0.54
H -3.1085 5.0475 -1.9939  0.06
H -1.1029 4.2716 -2.8983  0.57
H -0.7644 3.8106 -1.2974  -0.33
H 0.4469 4.7444 -2.2965  0.30
H -2.8899 6.8991 0.5658  -0.06
H -4.3641 7.1900 0.4756  0.29
C -0.1417 1.2215 8.5625  -1.19
C -1.4798 1.3461 7.8022  -0.20
C -1.4118 2.2827 6.5985  -1.12
O -0.7162 1.5265 5.5328  0.76
C -0.1772 2.3834 4.5190  -1.84
N -2.0108 0.0145 7.4598  -0.55
H 0.0613 2.1249 9.1377  0.47
H 0.6675 1.0790 7.8463  0.04
H -0.1394 0.4057 9.2855  0.32
H -2.1927 1.8110 8.4831  0.70
H -0.8732 3.2055 6.8142  0.56
H -2.3936 2.6428 6.2911  0.35
H 0.6505 3.0278 4.8150  0.92
H -0.9570 2.9961 4.0667  0.61
H 0.2402 1.7928 3.7034  -0.37
H -2.8944 0.2554 7.0340  0.14
H -2.4707 -0.3642 8.2754  0.33
C -2.2960 7.1637 -9.0402  -1.54
C -1.9110 5.6845 -8.9755  0.77
C -0.8688 5.5492 -7.8519  -0.96
O -0.3902 4.1867 -7.7560  -0.44
C 0.5476 3.9158 -6.7027  -0.96
N -3.1277 4.9457 -8.7520  -0.74
H -1.4896 7.7109 -9.5282  0.38
H -2.6274 7.5964 -8.0962  0.35
H -3.1525 7.4056 -9.6695  0.39
H -1.5465 5.2809 -9.9202  0.30
H -1.1973 5.9295 -6.8847  0.27
H -0.0039 6.2049 -7.9522  0.43
H 0.9606 2.9302 -6.9174  0.34
H -0.0570 3.9337 -5.7960  0.32
H 1.4438 4.5085 -6.5191  0.40
H -3.6304 4.8422 -9.6218  0.25
H -2.9177 4.0264 -8.3901  0.16
C -8.9144 0.9576 -1.0845  -1.41
C -8.2151 1.4413 -2.3372  0.12
C -6.6665 1.6336 -2.0827  1.22
O -6.0852 2.4341 -3.1471  -0.55
C -4.7017 2.7391 -3.0319  -0.61
N -8.5699 0.5819 -3.4939  -0.74
H -8.6958 1.5570 -0.2007  0.28
H -8.6925 -0.0779 -0.8267  0.29
H -9.9971 1.0105 -1.1983  0.41
H -8.6714 2.3625 -2.6996  0.40
H -6.2412 0.6335 -1.9989  -0.37
H -6.4831 2.1059 -1.1176  -0.60
H -4.6327 3.6215 -2.3956  0.33
H -4.2172 3.0416 -3.9602  0.43
H -4.0819 1.9864 -2.5447  0.13
H -7.8997 0.9590 -4.1488  0.32
H -8.2829 -0.3760 -3.3523  0.23
C -8.0768 -2.8478 -5.8890  -1.55
C -6.7747 -2.0639 -6.1423  0.65
C -5.6699 -2.3272 -5.0913  -0.51
O -5.9614 -1.6761 -3.7823  -0.33
C -4.7475 -1.6608 -3.0500  -0.62
N -6.2783 -2.6389 -7.4098  -0.73
H -8.7714 -2.6471 -6.7046  0.42
H -8.5333 -2.4042 -5.0041  0.32
H -7.9626 -3.9114 -5.6797  0.35
H -6.9863 -0.9978 -6.2248  0.24
H -4.6884 -2.0095 -5.4430  0.30
H -5.5975 -3.4093 -4.9828  0.21
H -4.1838 -2.5929 -3.0891  0.54
H -4.8932 -1.4190 -1.9972  -0.17
H -4.1564 -0.7820 -3.3073  0.37
H -5.3729 -2.2233 -7.5760  0.23
H -6.0510 -3.6201 -7.3333  0.31
C 4.6555 -3.5408 -5.6744  -1.11
C 4.7389 -2.0488 -5.1892  0.57
C 4.5651 -2.0754 -3.6934  -1.24
O 3.2857 -2.5399 -3.2300  0.90
C 2.3458 -1.4995 -3.2881  -1.16
N 6.0065 -1.4849 -5.7139  -0.66
H 5.3646 -4.3033 -5.3520  0.41
H 4.6760 -3.5840 -6.7633  0.43
H 3.6768 -3.8658 -5.3215  -0.01
H 3.8825 -1.5218 -5.6098  0.07
H 4.7520 -1.0977 -3.2491  0.20
H 5.3970 -2.6181 -3.2446  0.46
H 1.9026 -1.2322 -4.2474  0.53
H 2.6781 -0.6374 -2.7097  -0.04
H 1.4499 -1.9338 -2.8444  -0.17
H 6.5986 -2.3030 -5.7337  0.33
H 6.4321 -0.7577 -5.1570  0.27
C 3.3103 4.0067 -3.4840  -0.80
C 4.2592 4.9246 -4.3395  0.44
C 3.7834 6.3969 -4.3521  -0.79
O 4.4235 7.1689 -5.3541  -0.37
C 4.0464 8.5079 -5.4664  -0.71
N 5.6234 4.7929 -3.9167  -0.76
H 3.3124 4.4267 -2.4782  0.07
H 3.5806 2.9523 -3.4269  0.23
H 2.2677 4.0886 -3.7913  0.07
H 4.2109 4.5090 -5.3460  0.36
H 4.1515 6.8184 -3.4167  0.41
H 2.6988 6.5043 -4.3673  0.40
H 3.0933 8.5606 -5.9927  0.23
H 4.7933 9.0583 -6.0385  0.26
H 4.0537 8.9953 -4.4915  0.32
H 6.1675 5.2548 -4.6313  0.31
H 5.8654 5.3088 -3.0828  0.28
C 3.4504 -8.1934 3.0302  -1.13
C 3.7894 -8.3615 4.5388  0.29
C 5.0494 -7.5366 4.8985  -0.66
O 5.3779 -7.6834 6.2323  -0.34
C 6.7012 -7.1492 6.5332  -0.81
N 2.6155 -7.8520 5.2581  -0.46
H 2.5538 -8.7249 2.7113  0.46
H 4.2478 -8.6587 2.4508  0.44
H 3.3377 -7.1363 2.7895  -0.06
H 3.9658 -9.4111 4.7741  0.31
H 4.9479 -6.4843 4.6332  0.20
H 5.8206 -7.8863 4.2122  0.41
H 6.9055 -6.9742 7.5895  0.31
H 6.9580 -6.1668 6.1368  0.31
H 7.4581 -7.9095 6.3402  0.32
H 1.8649 -8.5277 5.2565  0.22
H 3.0088 -7.7941 6.1866  0.26
C -0.8177 0.3376 -6.2761  -0.75
C -1.8627 0.7367 -7.1679  1.06
C -2.9301 1.6844 -6.4727  -0.07
O -3.8853 2.2066 -7.3932  -0.42
C -4.6268 1.2205 -8.1261  -0.55
N -1.2464 1.4592 -8.2933  -0.63
H -0.1805 1.1888 -6.0363  -0.27
H -0.2394 -0.4601 -6.7425  -0.05
H -1.1448 -0.0932 -5.3298  0.03
H -2.4499 -0.1033 -7.5390  0.46
H -2.4948 2.5846 -6.0389  -0.12
H -3.4171 1.2104 -5.6205  0.20
H -4.9259 0.4414 -7.4249  0.01
H -3.9710 0.7619 -8.8662  0.31
H -5.5488 1.5912 -8.5740  0.36
H -2.0181 1.6707 -8.9095  0.49
H -0.9812 2.4122 -8.0896  0.17
C -3.2806 2.3733 0.6199  0.29
C -4.6629 3.0309 1.0004  1.02
C -5.6111 2.1478 1.8246  -1.53
O -5.8478 0.9382 1.1891  0.36
C -6.9264 0.1797 1.7876  -1.07
N -4.3467 4.2524 1.7499  -0.75
H -3.4077 1.5996 -0.1373  0.20
H -2.7603 1.9607 1.4843  -0.30
H -2.6461 3.0630 0.0634  -0.29
H -5.2039 3.2693 0.0846  0.17
H -6.5575 2.6739 1.9498  0.52
H -5.2179 1.9393 2.8196  0.09
H -6.7939 0.0727 2.8642  0.35
H -6.9016 -0.8321 1.3828  0.18
H -7.8190 0.7538 1.5392  0.32
H -3.3677 4.2893 1.9955  0.06
H -4.3978 5.0643 1.1513  0.61
C -1.2258 -3.8223 -2.7471  -0.26
C -0.7385 -5.1235 -3.3352  -0.30
C 0.3280 -4.8925 -4.3930  0.24
O -0.0942 -4.1671 -5.5448  -0.38
C 0.8561 -3.5258 -6.3343  -0.53
N -0.0584 -5.7963 -2.2357  0.06
H -1.9011 -3.4190 -3.5017  0.56
H -0.4687 -3.1199 -2.3985  -0.69
H -1.9202 -4.0417 -1.9360  0.07
H -1.5612 -5.7374 -3.7018  0.73
H 0.7886 -5.8239 -4.7222  0.51
H 1.0809 -4.2581 -3.9251  -0.75
H 0.4847 -2.7957 -7.0534  0.37
H 1.4560 -4.2357 -6.9038  0.33
H 1.5287 -2.9117 -5.7355  -0.06
H 0.1011 -6.7718 -2.4433  0.39
H 0.8882 -5.4532 -2.1554  -0.33
C 3.7831 2.1154 -0.1383  -1.26
C 3.8017 0.9258 0.7928  1.26
C 4.4230 -0.3600 0.1356  0.27
O 4.1796 -1.4631 1.1254  -0.35
C 4.4079 -2.7367 0.6128  -1.07
N 4.6116 1.2988 1.9361  -0.10
H 3.4079 3.0563 0.2643  0.15
H 3.2024 1.8636 -1.0257  -0.37
H 4.7315 2.4591 -0.5513  0.69
H 2.7929 0.6695 1.1166  -0.96
H 5.4758 -0.2380 -0.1191  0.75
H 3.8827 -0.5809 -0.7849  -0.88
H 4.2908 -3.4933 1.3886  0.31
H 5.4617 -2.8601 0.3632  0.56
H 3.7360 -3.0341 -0.1922  0.23
H 5.5658 1.5759 1.7549  0.39
H 4.6430 0.4268 2.4447  -0.08
C 4.3312 -0.5495 5.0526  -1.52
C 2.9790 -1.1085 5.0148  2.62
C 2.7497 -2.5875 5.3019  -1.82
O 1.3911 -2.8630 5.2116  1.19
C 1.1801 -4.2383 5.0316  -0.71
N 2.1595 -0.2763 5.9553  -0.37
H 5.0090 -1.0926 4.3940  0.45
H 4.6928 -0.4830 6.0787  0.37
H 4.3085 0.4650 4.6547  0.16
H 2.6253 -0.9477 3.9964  -1.66
H 3.1653 -2.9648 6.2362  0.33
H 3.3279 -3.1478 4.5671  0.40
H 0.1402 -4.5403 4.9071  0.22
H 1.5992 -4.8135 5.8572  0.26
H 1.6685 -4.7394 4.1958  -0.29
H 2.5091 0.6459 5.7376  0.13
H 2.5344 -0.4486 6.8772  0.35
C -0.3458 6.7221 3.8956  -1.52
C 0.0293 6.7657 2.4353  0.42
C -0.0901 5.4792 1.5946  0.30
O 0.8408 4.4718 2.0386  -0.06
C 0.8426 3.3610 1.2581  0.26
N -0.7628 7.9019 1.8690  -0.58
H -1.3640 6.3623 4.0437  0.31
H -0.2444 7.7085 4.3481  0.47
H 0.3093 6.0141 4.4033  0.21
H 1.0747 7.0718 2.3984  0.15
H 0.1310 5.7494 0.5621  0.10
H -1.0606 4.9848 1.5526  -0.31
H -0.1056 2.8234 1.2688  -0.02
H 1.5581 2.6578 1.6843  -0.93
H 1.2963 3.6664 0.3153  0.67
H -0.4738 8.0267 0.9094  0.19
H -0.6288 8.7801 2.3495  0.23
C -0.0867 -6.0376 1.3116  -1.05
C -1.6032 -5.6715 1.2076  0.16
C -1.7891 -4.0946 1.1261  1.19
O -3.1574 -3.6963 1.0659  -0.59
C -3.3712 -2.3343 0.6133  0.40
N -2.1139 -6.1691 -0.0507  -0.91
H 0.1758 -7.0494 1.0026  0.53
H 0.1159 -6.0340 2.3826  0.35
H 0.4877 -5.2873 0.7684  -0.32
H -2.1994 -6.0922 2.0173  0.48
H -1.2837 -3.6176 0.2864  -0.13
H -1.2369 -3.6488 1.9534  -0.33
H -2.9833 -2.1812 -0.3937  -0.45
H -2.8172 -1.6089 1.2092  -0.37
H -4.4122 -2.0196 0.5398  0.43
H -1.4472 -5.8566 -0.7420  0.10
H -2.8718 -5.5272 -0.2341  0.51
C -3.5049 -4.5218 5.4789  -1.72
C -2.5434 -3.3523 5.1593  1.37
C -3.2738 -2.1024 4.6486  -1.25
O -2.3990 -0.9938 4.3865  0.83
C -3.1263 0.1497 3.7955  -1.27
N -1.7914 -3.0316 6.3685  -0.43
H -4.1639 -4.6762 4.6246  0.40
H -4.0991 -4.2352 6.3466  0.44
H -3.0236 -5.4523 5.7800  0.45
H -1.7766 -3.5900 4.4220  -0.87
H -3.9287 -1.8521 5.4832  0.25
H -3.8923 -2.2894 3.7708  0.42
H -2.4688 1.0190 3.7850  -0.35
H -4.0552 0.4731 4.2652  0.63
H -3.4388 -0.2082 2.8145  0.23
H -1.4383 -3.9180 6.6997  0.27
H -2.4488 -2.8722 7.1185  0.26

Forces on atoms 1 to 6 (eV/Å):
0.056 -0.849 -0.451
-1.678 3.258 -2.550
2.079 -2.100 2.016
0.216 -1.378 1.341
1.510 0.208 -0.464
0.239 -0.346 2.713

Output
**Kohn-Sham gap**: 8.0 eV
**HOMO energy**: -8.7 eV
**Electronic energy**: -189207.1330 eV